Molecular formula: FHO2S
Method: DFT, ωB97M-V/def2-TZVPD

```
5
Properties=species:S:1:pos:R:3:lowdin_charge:R:1
O 0.4123 -0.6543 1.3279 -0.27
S 0.0375 0.0657 0.1830 0.80
O 0.4843 1.5168 -0.1581 -0.35
F 0.2617 -0.7447 -1.2217 -0.25
H -1.1959 -0.1834 -0.1311 0.07
```

- ΔE to the lowest compared entry with this formula, charge and spin: 30.32 kcal/mol
- Spin multiplicity: 1
- Structure (SMILES): O=[SH](=O)F
- Frontier orbital gap: 12.853 eV
- Lowest unoccupied orbital energy: 0.46 eV


Molecular formula: FHOS
Method: DFT, ωB97M-V/def2-TZVPD

```
4
Properties=species:S:1:pos:R:3:lowdin_charge:R:1
O -0.7623 -0.0440 0.2723 -0.49
F -0.9069 -2.0989 -1.4779 -0.58
S -1.0618 -1.6136 0.4784 0.96
H -0.0106 0.0701 -0.4329 0.12
```

- ΔE to the lowest compared entry with this formula, charge and spin: 0.00 kcal/mol
- <S²>: 2.0074
- Spin multiplicity: 3
- Frontier orbital gap (alpha / beta): 8.893 / 9.373 eV
- Lowest unoccupied orbital energy (alpha / beta): 0.05 / -2.60 eV


Molecular formula: FHS2
Method: DFT, ωB97M-V/def2-TZVPD

```
4
Properties=species:S:1:pos:R:3:lowdin_charge:R:1
F 0.0398 -0.8802 1.7376 -0.62
S -0.1020 0.0317 -2.0290 0.37
S -0.8541 0.4755 1.6406 0.63
H 0.9164 0.3730 -1.3492 -0.38
```

- ΔE to the lowest compared entry with this formula, charge and spin: 90.56 kcal/mol
- Spin multiplicity: 1
- Frontier orbital gap (alpha / beta): 4.488 / 4.483 eV
- Lowest unoccupied orbital energy (alpha / beta): -4.30 / -4.31 eV


Molecular formula: FIO2S
Method: DFT, ωB97M-V/def2-TZVPD

```
5
Properties=species:S:1:pos:R:3:lowdin_charge:R:1
O -0.7534 -1.2578 -0.9478 -0.30
O 1.5840 -0.7263 0.1689 -0.33
F -0.5056 -0.3483 1.4421 -0.26
S 0.1141 -0.5034 -0.0790 0.73
I -0.4392 2.8357 -0.5843 0.16
```

- ΔE to the lowest compared entry with this formula, charge and spin: 58.60 kcal/mol
- Spin multiplicity: 1
- Frontier orbital gap (alpha / beta): 5.754 / 5.764 eV
- Lowest unoccupied orbital energy (alpha / beta): -4.59 / -4.59 eV


Molecular formula: FLi3
Method: DFT, ωB97M-V/def2-TZVPD

```
4
Properties=species:S:1:pos:R:3:lowdin_charge:R:1
Li -2.5503 -0.6620 0.2424 0.64
Li 0.6641 -1.2081 -0.4951 0.54
Li 1.6313 1.8669 -0.6669 0.66
F 0.2549 0.0033 0.9196 -0.84
```

- Net charge: +1
- <S²>: 0.7504
- Spin multiplicity: 2
- Frontier orbital gap (alpha / beta): 3.730 / 10.734 eV
- Lowest unoccupied orbital energy (alpha / beta): -4.58 / -4.02 eV


Molecular formula: FOPS
Method: DFT, ωB97M-V/def2-TZVPD

```
4
Properties=species:S:1:pos:R:3:lowdin_charge:R:1
O 1.6138 -0.7361 -1.4511 -0.54
F -1.3380 1.9348 1.2503 -0.67
P 0.8975 -1.5993 -0.5709 0.91
S -1.1733 0.4006 0.7718 0.29
```

- ΔE to the lowest compared entry with this formula, charge and spin: 105.98 kcal/mol
- Spin multiplicity: 1
- Frontier orbital gap (alpha / beta): 5.742 / 5.697 eV
- Lowest unoccupied orbital energy (alpha / beta): -2.51 / -2.55 eV


Molecular formula: FeH14O7
Method: DFT, ωB97M-V/def2-TZVPD

```
22
Properties=species:S:1:pos:R:3:lowdin_charge:R:1
Fe -0.2494 0.0064 0.0434 1.05
O 2.6692 -0.0005 0.6033 0.24
H 3.2765 0.6967 1.0631 0.11
H 3.3108 -0.5809 0.0390 0.11
O -1.9415 -0.8887 0.7230 -0.02
H -2.2694 -1.8035 0.6253 0.16
H -2.7482 -0.3467 0.8224 0.14
O 0.2683 -0.2094 1.9656 -0.05
H -0.2538 -0.6819 2.6404 0.14
H 1.0492 0.1287 2.4450 0.12
O -1.1709 1.7354 0.4748 -0.05
H -1.3869 2.5112 -0.0743 0.14
H -1.6133 1.9039 1.3263 0.14
O -1.2837 -0.2300 -1.8714 0.18
H -2.0564 0.4663 -2.0607 0.09
H -1.3303 -0.9070 -2.6615 0.14
O 0.9535 1.1917 -1.0264 -0.09
H 0.7139 1.5920 -1.8864 0.13
H 1.8553 1.5309 -0.8383 0.10
O 0.6056 -1.7063 -0.6088 -0.07
H 0.5109 -2.6239 -0.2917 0.15
H 1.0905 -1.7844 -1.4521 0.12
```

- Net charge: +3
- ΔE to the lowest compared entry with this formula, charge and spin: 0.00 kcal/mol
- <S²>: 24.7605
- Spin multiplicity: 10
- Frontier orbital gap (alpha / beta): 5.161 / 7.625 eV
- Lowest unoccupied orbital energy (alpha / beta): -10.67 / -18.18 eV


Molecular formula: FeH44O22
Method: DFT, ωB97M-V/def2-TZVPD

```
67
Properties=species:S:1:pos:R:3:lowdin_charge:R:1
Fe -27.1305 -24.2068 12.1738 0.79
O -25.7217 -23.0676 11.0746 -0.05
H -25.1144 -23.2940 10.3702 0.00
H -25.5785 -22.1330 11.2238 0.06
O -30.4042 -21.1706 11.0962 -0.03
H -30.6911 -21.4693 10.2333 0.08
H -30.9051 -20.3699 11.2518 0.08
O -27.6934 -22.1300 9.0756 -0.02
H -26.7928 -22.3409 8.8292 0.04
H -27.9298 -21.3925 8.5131 0.07
O -25.2969 -27.5013 10.2396 -0.01
H -25.7594 -27.7449 9.4377 0.07
H -25.4405 -28.2386 10.8329 0.07
O -26.0169 -20.3729 13.2946 -0.02
H -25.1900 -19.9036 13.1836 0.08
H -26.6599 -19.8400 12.8269 0.02
O -25.9513 -27.3778 13.9565 -0.01
H -25.3280 -28.0366 13.6502 0.06
H -25.9076 -27.4316 14.9112 0.07
O -25.3674 -24.8638 13.1898 -0.04
H -25.3402 -25.8194 13.2370 0.02
H -24.6302 -24.5758 13.7281 0.09
O -28.7803 -25.1898 13.0473 -0.05
H -29.3086 -25.0390 13.8312 0.02
H -29.2527 -25.8694 12.5666 0.05
O -30.3138 -23.7424 14.9310 -0.04
H -30.2427 -22.7894 14.8760 -0.02
H -31.1881 -23.8976 15.2883 0.06
O -28.6774 -23.2552 11.1930 -0.06
H -28.4365 -22.7096 10.4443 0.00
H -29.5494 -22.9491 11.4422 0.05
O -27.5760 -23.2592 16.3474 -0.02
H -26.9072 -23.1492 17.0233 0.08
H -28.4066 -23.1883 16.8179 0.06
O -24.0416 -23.7625 9.1587 0.00
H -23.6419 -24.6296 9.0906 0.08
H -23.2998 -23.1592 9.2037 0.07
O -30.0344 -25.7789 10.2124 -0.03
H -30.3086 -26.6507 9.9277 0.06
H -30.7508 -25.2029 9.9453 0.05
O -29.7637 -21.2697 14.3825 -0.01
H -30.3749 -20.6379 14.0037 0.07
H -28.9456 -21.1272 13.9066 0.03
O -29.8166 -28.9337 12.8115 -0.06
H -30.7723 -28.9796 12.7850 0.03
H -29.6276 -28.2017 13.3987 -0.03
O -28.4452 -19.5449 12.2979 -0.03
H -29.0543 -20.2052 11.9674 -0.01
H -28.2640 -18.9859 11.5423 0.07
O -28.4339 -26.0702 16.8028 -0.03
H -27.5142 -26.1488 17.0561 0.05
H -28.5614 -25.1339 16.6495 0.00
O -26.9914 -22.7435 13.6020 -0.06
H -27.2820 -22.8793 14.5039 0.03
H -26.5428 -21.8982 13.6191 0.01
O -30.1641 -26.8148 14.6769 -0.03
H -31.0864 -26.6824 14.8961 0.07
H -29.7090 -26.7722 15.5179 0.02
O -27.0197 -25.5416 10.6144 -0.03
H -26.3588 -26.2115 10.4390 0.00
H -27.7721 -25.8019 10.0831 0.06
O -22.0635 -26.4547 12.3601 -0.03
H -22.0389 -26.5368 11.4067 0.03
H -22.6859 -25.7462 12.5240 0.00
O -25.1876 -20.6917 9.1467 -0.02
H -24.6415 -21.3372 9.5953 0.00
H -24.8089 -20.6246 8.2701 0.07
```

- Net charge: +2
- <S²>: 6.0055
- Spin multiplicity: 5
- Frontier orbital gap (alpha / beta): 10.024 / 8.617 eV
- Lowest unoccupied orbital energy (alpha / beta): -5.03 / -5.03 eV